75
Properties=species:S:1:pos:R:3:forces:R:3 method="wB97M-V/def2-TZVPD" gap_ev="4.6 / 4.6" total_charge=0
Ti -1.50379 0.96661 0.09941 -0.30 -0.72 -0.51
C -1.46969 0.72711 4.64491 -0.05 -0.01 -0.06
C -0.69759 -0.27419 3.84301 -0.22 0.17 -0.08
N 0.19831 -1.01599 4.45411 -0.16 0.27 0.17
C 0.85331 -1.95599 3.77761 0.23 -0.30 -0.30
C 0.59871 -2.27639 2.46131 -0.20 0.08 -0.22
C 1.27681 -3.45899 1.82001 0.05 0.15 -0.14
O 0.80871 -4.68289 2.35001 -0.18 -0.37 0.09
C -0.38189 -1.51829 1.77381 0.62 1.00 1.17
C -1.00869 -1.93529 0.57551 -1.66 0.10 -0.94
N -1.90969 -1.19339 -0.02879 1.78 -0.74 0.97
C -2.83219 -1.79499 -0.86089 -0.96 -0.97 -0.76
C -2.53569 -2.87129 -1.70739 0.10 0.33 0.32
C -3.52459 -3.48179 -2.45029 -0.04 -0.01 0.00
C -4.83289 -3.02689 -2.37769 0.00 0.04 -0.01
C -5.15009 -1.94209 -1.57389 0.03 -0.01 0.02
C -4.15439 -1.33589 -0.83519 0.26 0.37 0.57
I -4.58729 0.36321 0.38491 -0.15 -0.56 -0.63
C -0.97409 -0.40569 2.45381 0.40 -0.95 0.22
O -1.79909 0.39691 1.85691 -0.45 -0.94 2.20
H -1.83379 0.26211 5.55811 -0.01 -0.04 0.05
H -2.30639 1.09371 4.05191 -0.01 0.08 0.16
H -0.83719 1.56711 4.92761 0.01 0.03 0.03
H 1.59201 -2.50279 4.34621 0.14 -0.14 -0.05
H 2.35061 -3.45189 2.02591 -0.11 0.12 -0.08
H 1.14321 -3.43819 0.72771 0.14 0.06 0.15
H -0.15179 -4.64699 2.42071 0.06 0.00 0.02
H -0.91369 -2.98189 0.28191 -0.07 0.04 0.08
H -1.50859 -3.20299 -1.78569 0.04 -0.04 -0.03
H -3.26659 -4.32239 -3.07799 -0.04 0.00 -0.10
H -5.60849 -3.50679 -2.95129 -0.11 -0.07 -0.08
H -6.16189 -1.57389 -1.51239 -0.10 0.02 -0.05
C -2.38389 -0.24399 -4.05629 -0.23 0.24 0.45
C -2.54399 0.28821 -2.79749 -0.45 0.04 -0.81
N -1.52309 0.41801 -1.93009 0.95 0.08 -0.98
C -0.30799 -0.04379 -2.37949 0.17 0.27 0.67
C -0.18649 -0.56009 -3.67809 -0.20 -0.23 -0.34
N -1.19219 -0.66719 -4.51169 0.35 -0.10 0.05
C 0.77671 0.14281 -1.45989 0.19 -0.61 -1.36
C 2.12061 -0.05679 -1.76819 -0.14 0.35 0.57
C 3.11341 0.43061 -0.91499 -0.26 -0.31 -0.39
C 2.70181 1.12381 0.22891 -1.11 0.05 0.23
C 1.34741 1.25821 0.51471 1.71 0.39 0.51
N 0.38981 0.71381 -0.28319 -1.13 0.15 0.26
C 0.80981 2.09631 1.55351 -0.36 0.21 -0.21
C 1.53951 2.66021 2.61161 0.03 -0.06 -0.06
N 1.00831 3.47231 3.49001 0.03 0.06 0.14
C -0.30569 3.70981 3.37031 -0.22 -0.15 -0.38
C -1.06879 3.12221 2.38241 -0.05 0.40 0.41
N -0.52539 2.34391 1.43801 1.41 0.18 0.08
C 4.53001 0.31601 -1.26679 0.36 -0.03 -0.07
C 4.94381 0.30001 -2.60139 0.07 -0.02 0.18
C 6.29141 0.17201 -2.88849 -0.23 -0.03 -0.15
N 7.22961 0.06631 -1.96179 0.53 -0.02 -0.17
C 6.84901 0.10641 -0.69659 -0.11 0.03 0.26
C 5.53001 0.23211 -0.29419 -0.07 0.01 -0.25
H -3.22149 -0.33169 -4.73209 -0.10 0.05 0.02
H -3.51839 0.64641 -2.49209 0.17 -0.02 0.01
H 0.77341 -0.89019 -4.05069 0.12 -0.02 0.08
H 2.38891 -0.55719 -2.68539 0.01 0.01 -0.06
H 3.43141 1.62521 0.84251 0.06 0.06 0.13
H 2.58611 2.42581 2.74341 0.11 -0.06 -0.08
H -0.75159 4.37051 4.09951 -0.09 0.01 0.01
H -2.13879 3.27611 2.35211 0.10 0.01 -0.07
H 4.22991 0.41771 -3.40209 -0.04 0.00 -0.09
H 6.64291 0.15111 -3.91279 -0.08 0.03 -0.09
H 7.64821 0.02691 0.02951 -0.03 0.00 0.15
H 5.28651 0.24551 0.75601 -0.04 -0.05 0.15
F -3.12319 2.71301 -1.71729 0.30 -0.02 0.07
C -2.20729 2.79021 -0.67329 -1.13 1.06 -0.59
F -2.91869 3.49941 0.28721 0.03 0.19 0.15
C -1.08819 3.70461 -1.17739 1.21 0.08 -0.52
F -0.58009 4.48881 -0.22039 -0.25 0.16 0.10
F -1.40599 4.48371 -2.21029 -0.37 0.15 0.01
F -0.04919 2.93411 -1.61149 -0.26 0.50 -0.21

***

71
Properties=species:S:1:pos:R:3:forces:R:3 method="wB97M-V/def2-TZVPD" gap_ev=5.9 total_charge=+1
Y -0.43034 0.88746 0.74857 -0.13 -0.08 0.15
C 3.73150 -0.69855 3.02927 0.57 -0.13 -0.61
O 2.67436 -0.58709 3.98957 -0.53 0.08 0.83
C 1.57629 -0.27502 3.31495 0.50 0.08 -1.10
N 1.67153 -0.08987 2.05164 -0.97 0.02 0.53
C 3.08261 -0.23505 1.69680 0.46 0.06 -0.20
C 3.32283 -1.17912 0.54318 -0.03 -0.04 0.00
C 2.52789 -2.30216 0.34244 0.24 0.04 0.18
C 2.75250 -3.13058 -0.74453 -0.07 -0.02 0.11
C 3.77503 -2.84829 -1.63330 0.07 0.00 0.00
C 4.59207 -1.74997 -1.41803 0.09 -0.12 0.00
C 4.36493 -0.91807 -0.33794 -0.03 -0.04 0.13
C 0.30330 -0.15279 4.02925 -0.38 -0.04 0.56
C 0.19265 -0.31025 5.40943 -0.06 0.05 -0.29
C -1.06456 -0.21176 5.98470 -0.01 -0.01 -0.16
C -2.17275 -0.00185 5.17515 0.13 0.02 -0.29
C -1.96119 0.14939 3.80866 0.21 -0.14 0.66
N -0.75000 0.09850 3.25038 -0.02 0.13 -0.20
C -3.05438 0.31497 2.84612 -0.14 0.19 -0.76
N -2.85882 0.71223 1.64266 0.71 0.07 0.29
C -4.12172 0.58253 0.92789 -0.50 -0.11 -0.25
C -5.09568 0.06945 2.02425 -0.54 0.11 -0.66
O -4.27952 -0.03613 3.19405 0.46 -0.17 0.78
C -4.00057 -0.35001 -0.26020 0.09 0.06 0.12
C -2.91500 -1.20507 -0.41519 0.00 0.14 0.09
C -2.81841 -2.01887 -1.53354 -0.01 -0.07 0.04
C -3.83064 -2.02005 -2.47795 0.05 -0.06 0.03
C -4.94074 -1.20846 -2.30135 -0.01 0.07 -0.01
C -5.01629 -0.36169 -1.20994 0.12 -0.09 0.11
H 4.56446 -0.07058 3.34678 -0.14 -0.05 0.02
H 4.05888 -1.74305 2.98886 -0.13 0.18 0.04
H 3.44201 0.76146 1.40782 -0.05 -0.15 0.06
H 1.71794 -2.51755 1.02815 -0.05 0.00 -0.01
H 2.11520 -3.98742 -0.90433 -0.04 -0.08 -0.02
H 3.93897 -3.48124 -2.49111 0.04 -0.09 -0.09
H 5.39836 -1.53762 -2.10150 0.12 0.05 -0.10
H 4.99604 -0.05504 -0.18443 0.06 0.17 0.01
H 1.07490 -0.50367 5.99874 0.07 -0.02 0.03
H -1.18441 -0.31588 7.05044 -0.01 -0.02 0.14
H -3.17296 0.04690 5.57801 -0.04 -0.01 0.01
H -4.43879 1.56677 0.57094 0.00 -0.14 0.06
H -5.90946 0.76246 2.24167 0.09 -0.08 -0.02
H -5.50252 -0.91754 1.78852 0.08 0.14 0.11
H -2.13875 -1.27301 0.35076 -0.14 -0.02 -0.09
H -1.95658 -2.65740 -1.65112 0.08 -0.06 -0.05
H -3.75990 -2.66278 -3.34178 0.00 -0.05 -0.07
H -5.74626 -1.22613 -3.01857 -0.06 0.03 -0.11
H -5.87171 0.28552 -1.08543 -0.11 0.13 -0.04
S 0.42136 -0.49036 -1.21098 -0.21 -0.17 -0.04
C 1.74545 0.56650 -1.72184 0.26 0.03 0.03
C 2.42580 0.10156 -2.84570 0.03 0.26 -0.07
C 3.50162 0.78756 -3.38527 -0.26 0.55 0.70
C 4.14027 0.31937 -4.55517 0.10 -0.20 -0.27
N 4.63610 -0.06187 -5.51429 0.24 -0.21 -0.39
C 3.94365 1.97081 -2.76140 -0.66 -0.63 0.17
C 3.27221 2.43758 -1.64443 0.01 -0.13 -0.08
C 2.16014 1.77669 -1.11859 0.08 -0.12 -0.19
S 1.41033 2.60844 0.24170 -0.03 0.26 0.23
C 5.04221 2.69616 -3.28242 0.14 0.14 -0.11
N 5.91377 3.30229 -3.70983 0.44 0.26 -0.16
H 2.09013 -0.82442 -3.28673 0.07 -0.05 -0.14
H 3.60178 3.34587 -1.16225 0.04 0.08 -0.04
I -5.05615 2.82575 -3.65768 0.43 -0.02 0.19
C -3.17857 2.45739 -2.83692 -0.47 0.08 -0.25
C -2.04601 2.02943 -3.49961 -0.20 0.19 0.34
N -1.10692 1.84740 -2.56316 -0.06 0.11 -0.14
N -1.55836 2.11745 -1.32844 0.13 -0.24 0.54
C -2.81616 2.51325 -1.48860 0.09 -0.01 -0.49
H -1.86732 1.87460 -4.54440 0.11 -0.08 -0.17
H -0.15356 1.53050 -2.70623 -0.25 -0.01 0.19
H -3.40405 2.87003 -0.66719 -0.07 -0.03 0.22

***

64
Properties=species:S:1:pos:R:3:forces:R:3 method="wB97M-V/def2-TZVPD" gap_ev="6.4 / 6.5" total_charge=0 multiplicity=5
Ir -0.31401 0.53696 -0.27531 -0.02 0.00 0.02
S 2.03954 -0.22681 -0.13300 0.00 0.00 0.00
P 1.36170 -0.54296 1.74035 0.02 0.00 0.00
C -0.12604 0.35446 1.64506 -0.03 0.01 -0.02
P -0.56763 1.96747 2.17943 0.00 -0.02 0.00
S 0.10106 3.11906 0.69726 0.00 0.01 0.01
C 0.10575 2.37860 3.80743 0.00 0.02 0.00
C 1.30180 3.08282 3.90529 0.00 0.00 0.00
C 1.82985 3.37574 5.15343 0.00 0.00 0.00
C 1.16892 2.96554 6.30258 0.00 0.00 0.00
C -0.02424 2.26227 6.20813 0.00 0.00 0.00
C -0.55924 1.97183 4.96253 0.00 0.00 0.00
C -2.35340 1.98006 2.28789 0.00 0.03 0.00
C -3.07464 0.82144 2.69013 -0.01 0.00 0.00
C -4.40052 0.70880 2.45496 -0.01 0.00 -0.01
C -5.16923 1.75536 1.71631 -0.01 -0.02 0.02
C -4.37790 2.99851 1.48748 -0.01 0.02 0.00
C -3.05645 3.08394 1.74368 0.02 -0.01 0.01
C 0.98108 -2.26982 2.09121 0.01 0.00 0.00
C -0.31729 -2.74081 1.92097 0.00 0.00 0.00
C -0.59614 -4.08214 2.13928 0.00 0.00 0.00
C 0.41703 -4.94955 2.52082 0.00 0.00 0.00
C 1.71438 -4.48106 2.68534 0.00 0.00 0.00
C 1.99843 -3.14236 2.47147 0.00 0.00 0.00
C 2.51178 -0.03628 3.03261 0.00 0.00 0.01
C 2.22763 -0.34334 4.36390 0.00 0.01 0.00
C 3.08366 0.08060 5.36456 0.00 0.00 0.00
C 4.22847 0.79942 5.03922 0.00 0.00 0.00
C 4.51050 1.10661 3.71757 0.00 0.00 -0.01
C 3.64757 0.69602 2.70991 0.01 0.00 0.00
H 1.80428 3.40477 3.00144 0.00 0.00 0.00
H 2.75829 3.92690 5.22802 0.00 0.00 0.00
H 1.58112 3.19996 7.27590 0.00 0.00 0.00
H -0.54559 1.95124 7.10417 0.00 0.00 0.00
H -1.50308 1.44492 4.89208 0.00 0.00 0.00
H -2.53851 -0.00816 3.13876 0.00 0.00 0.00
H -4.92887 -0.19490 2.73694 0.00 0.00 0.00
H -6.05630 2.02184 2.30915 0.00 0.00 0.00
H -4.89829 3.83939 1.04303 0.00 0.00 0.00
H -2.50646 3.97617 1.47352 0.00 0.00 0.00
H -1.10046 -2.05764 1.61293 0.00 0.00 0.00
H -1.60568 -4.44895 2.00846 0.00 0.00 0.00
H 0.19680 -5.99564 2.68986 0.00 0.00 0.00
H 2.50387 -5.15924 2.98113 0.00 0.00 0.00
H 3.00958 -2.77551 2.60301 0.00 0.00 0.00
H 1.34188 -0.91582 4.61449 0.00 0.00 0.00
H 2.86099 -0.15013 6.39805 0.00 0.00 0.00
H 4.90093 1.12291 5.82362 0.00 0.00 0.00
H 5.40122 1.66781 3.46725 0.00 0.00 0.00
H 3.84840 0.93876 1.67379 0.00 0.00 0.00
N -10.01963 -1.24626 0.51017 0.00 -0.01 -0.01
C -8.93726 -0.91118 0.31867 0.00 0.01 0.02
C -7.57678 -0.49995 0.08356 0.00 -0.01 -0.02
C -7.15090 0.68818 0.55866 0.00 0.00 0.01
C -5.76026 1.20101 0.35196 0.00 0.01 0.01
C -4.86409 0.20064 -0.35006 0.05 -0.12 -0.04
C -5.39038 -0.99813 -0.83384 -0.02 0.00 0.00
C -6.70380 -1.37026 -0.65154 0.01 0.01 0.00
C -3.49044 0.44752 -0.48530 -0.04 0.23 0.07
C -2.27976 0.64106 -0.47393 0.04 -0.15 -0.07
H -7.83979 1.32582 1.09966 0.00 0.00 0.00
H -5.83517 2.09157 -0.29257 0.00 0.00 -0.01
H -4.71388 -1.66520 -1.35236 0.00 0.00 0.00
H -7.07942 -2.31100 -1.02568 0.00 0.00 0.00